# 1
The following is a DFT calculation (the ωB97M-V functional and the def2-TZVPD basis) of a structure of composition C4H4AuLiO5 at a distorted geometry.

The geometry in XYZ format:
```
15
Properties=species:S:1:pos:R:3:forces:R:3
O -2.749 -0.719 1.943 0.538 0.082 -0.080
C -1.961 -1.432 2.565 -1.867 -0.558 1.267
O -0.719 -1.441 2.398 0.474 0.081 -0.291
Li 0.799 -2.357 1.788 0.582 -0.522 0.354
Au -1.087 -0.042 0.758 -0.612 -0.121 0.280
C -0.397 1.928 -0.442 -0.425 4.699 -0.392
C -0.380 1.043 -1.442 2.107 -2.717 -1.996
H -0.016 2.474 0.425 0.759 -0.850 0.840
H -1.219 0.804 -2.098 -0.131 0.504 -0.334
O 2.461 -0.931 -1.447 -1.348 0.158 -0.465
C 1.351 -0.474 -0.995 3.172 0.041 1.778
O 0.969 -0.574 0.191 -0.386 -0.845 -0.274
O 0.770 0.343 -1.825 -2.799 1.460 -0.942
H 2.874 -1.587 -0.866 0.454 -0.183 0.092
H -0.696 2.967 -0.951 -0.517 -1.229 0.163
```
Forces are in eV/Å.

Kohn-Sham gap (alpha / beta) = 0.270 / 0.246 hartree
Charge = +3
Multiplicity = 4
LUMO (alpha / beta) = -15.18 / -18.14 eV
HOMO (alpha / beta) = -22.52 / -24.82 eV



# 2
The following is a DFT calculation (the ωB97M-V functional and the def2-TZVPD basis) of a cluster of 2 separate species, C5H14N4 in total at a distorted geometry.

The geometry in XYZ format:
```
23
Properties=species:S:1:pos:R:3:forces:R:3
C 1.644 -1.482 0.927 -0.478 0.253 0.005
C 1.271 -0.041 0.679 -0.272 0.228 -3.038
N 2.144 0.911 1.256 -0.149 0.780 0.479
C 0.615 0.384 -0.485 3.071 -0.460 1.269
N 0.734 1.758 -0.835 -0.992 -0.291 0.424
N 0.360 -0.480 -1.571 -0.832 0.232 0.467
H 0.772 -2.131 0.851 -0.039 -0.088 0.069
H 2.079 -1.586 1.922 -0.153 -0.069 0.050
H 2.392 -1.846 0.219 0.120 0.022 -0.160
H 1.663 1.647 1.763 0.449 -0.097 0.040
H 2.969 0.543 1.711 -0.493 0.030 0.258
H 1.698 2.067 -0.822 0.071 -0.027 0.090
H 0.257 1.990 -1.697 0.286 -0.157 0.070
H -0.608 -0.352 -1.869 0.277 -0.424 -0.212
H 0.571 -1.448 -1.377 -0.232 -0.013 0.087
C -2.451 0.752 -0.998 1.609 -0.261 0.860
C -1.985 0.293 0.195 -3.098 -0.668 0.298
N -2.121 -1.063 0.635 0.285 0.657 -0.888
H -2.264 1.786 -1.235 -0.245 0.224 -0.003
H -2.646 0.098 -1.836 -0.348 -0.208 0.016
H -1.912 0.975 1.036 0.790 0.126 -0.276
H -2.519 -1.169 1.559 0.218 0.193 -0.074
H -2.662 -1.607 -0.031 0.157 0.019 0.169
```
Forces are in eV/Å.

Kohn-Sham gap = 0.285 hartree
LUMO = 1.04 eV
Structure (SMILES) = CC(N)=C(N)N.C=CN
HOMO = -6.72 eV
ΔE to the lowest compared entry with this formula, charge and spin = 1.8857 eV



# 3
The following is a DFT calculation (the ωB97M-V functional and the def2-TZVPD basis) of a structure of composition C45H50IrNOP2S3.

The geometry in XYZ format:
```
103
Properties=species:S:1:pos:R:3:forces:R:3
Ir -0.637 -0.807 -0.474 -0.383 -0.358 -0.030
S 1.492 -1.749 -1.010 0.124 0.027 -0.027
P 1.977 0.248 -1.056 -0.076 0.143 0.175
C 0.552 0.852 -0.322 -0.030 0.102 -0.474
P -0.644 2.075 -0.376 0.233 -0.242 0.235
S -2.315 0.895 -0.123 0.088 0.214 0.069
C -0.409 3.299 0.932 -0.008 0.002 -0.061
C 0.891 3.709 1.218 0.009 0.015 -0.040
C 1.108 4.753 2.103 -0.015 0.029 0.009
C 0.029 5.366 2.727 0.029 -0.002 -0.008
C -1.265 4.934 2.468 -0.013 0.004 0.005
C -1.488 3.908 1.562 -0.034 0.015 -0.004
C -0.830 3.154 -1.828 -0.071 -0.019 0.007
C -2.043 3.265 -2.500 -0.067 0.051 0.096
C -2.160 4.114 -3.592 -0.020 0.052 0.006
C -1.068 4.855 -4.018 0.009 0.007 0.010
C 0.138 4.770 -3.331 -0.015 0.008 -0.030
C 0.252 3.935 -2.233 0.015 -0.034 -0.032
C 2.399 0.795 -2.734 0.053 -0.007 0.056
C 2.900 2.085 -2.913 0.015 -0.043 -0.020
C 3.210 2.543 -4.182 0.002 -0.004 -0.011
C 3.041 1.707 -5.279 0.003 0.029 0.001
C 2.563 0.418 -5.103 -0.006 0.005 -0.019
C 2.234 -0.038 -3.834 -0.045 -0.039 0.015
C 3.471 0.592 -0.098 -0.094 0.004 0.079
C 4.744 0.588 -0.663 0.012 -0.026 -0.044
C 5.857 0.782 0.140 0.012 0.010 0.006
C 5.705 0.978 1.506 0.017 -0.002 -0.006
C 4.439 0.968 2.076 0.005 0.005 0.001
C 3.325 0.771 1.277 -0.020 0.031 -0.002
H 1.734 3.193 0.769 -0.012 0.009 -0.022
H 2.118 5.075 2.321 0.002 0.001 0.001
H 0.198 6.174 3.426 0.000 0.000 0.003
H -2.103 5.401 2.970 0.000 0.002 -0.001
H -2.499 3.575 1.355 0.006 -0.006 -0.010
H -2.898 2.696 -2.156 0.019 -0.024 -0.019
H -3.111 4.204 -4.103 0.001 -0.001 -0.004
H -1.159 5.516 -4.870 -0.001 0.001 0.000
H 0.984 5.367 -3.643 -0.001 -0.002 -0.011
H 1.186 3.905 -1.686 -0.033 -0.018 0.012
H 3.073 2.725 -2.055 0.018 -0.012 0.005
H 3.600 3.544 -4.315 0.004 0.003 -0.003
H 3.300 2.059 -6.270 -0.002 0.001 0.001
H 2.452 -0.239 -5.957 0.003 -0.006 0.000
H 1.853 -1.040 -3.685 0.006 0.008 -0.010
H 4.873 0.435 -1.728 -0.019 0.002 -0.001
H 6.844 0.782 -0.302 0.002 0.001 0.000
H 6.576 1.133 2.128 0.004 -0.004 -0.004
H 4.322 1.108 3.143 -0.006 -0.001 0.003
H 2.332 0.751 1.712 0.008 -0.007 -0.018
C 0.792 2.031 4.139 -0.023 -0.033 0.029
C 0.425 0.582 3.974 -0.010 0.054 -0.044
C 0.484 -0.293 5.052 -0.005 -0.055 -0.028
C 0.142 -1.636 4.907 -0.032 -0.023 -0.054
C 0.243 -2.591 6.065 0.006 0.010 0.048
C -0.283 -2.093 3.673 0.050 -0.159 0.187
C -0.357 -1.237 2.557 0.018 0.055 -0.384
C 0.017 0.103 2.738 -0.008 0.157 0.065
N -0.771 -1.647 1.299 0.129 0.009 0.035
C -1.479 -2.944 1.104 -0.108 0.118 -0.002
C -0.532 -4.151 1.200 0.026 -0.055 0.018
C -1.320 -5.442 0.950 0.035 -0.021 -0.001
C -2.470 -5.546 1.957 -0.020 -0.034 0.000
C -3.440 -4.375 1.771 0.002 0.028 -0.013
C -3.991 -4.384 0.344 -0.003 0.050 0.022
C -2.825 -4.250 -0.632 0.128 -0.006 -0.067
C -1.878 -5.439 -0.473 -0.019 -0.013 -0.030
C -2.050 -2.951 -0.336 -0.258 0.058 0.047
C -2.706 -3.054 2.029 -0.002 -0.057 0.094
H 0.977 2.273 5.185 0.002 -0.006 0.007
H -0.006 2.679 3.774 0.017 -0.006 0.008
H 1.692 2.277 3.572 0.003 -0.014 0.009
H 0.800 0.074 6.022 0.004 0.000 0.006
H 0.405 -2.058 7.000 -0.006 -0.004 0.002
H 1.078 -3.281 5.927 0.002 -0.004 -0.007
H -0.664 -3.187 6.168 0.003 -0.001 -0.010
H -0.534 -3.137 3.600 0.014 0.044 -0.025
H -0.018 0.769 1.890 -0.023 -0.049 0.052
H -0.036 -4.212 2.165 0.003 0.026 0.003
H 0.261 -4.033 0.454 -0.013 0.009 -0.012
H -0.643 -6.290 1.074 -0.003 0.001 0.010
H -2.077 -5.551 2.979 0.009 0.009 0.001
H -3.000 -6.492 1.816 -0.002 0.003 0.004
H -4.261 -4.459 2.486 -0.004 -0.011 -0.012
H -4.700 -3.561 0.211 0.007 0.001 -0.004
H -4.533 -5.313 0.148 0.011 -0.006 0.002
H -3.193 -4.200 -1.661 -0.014 -0.011 0.018
H -1.061 -5.373 -1.198 0.006 -0.004 0.004
H -2.414 -6.370 -0.673 -0.004 0.003 0.004
H -2.751 -2.115 -0.464 0.010 -0.049 0.041
H -1.245 -2.898 -1.090 0.060 0.069 0.003
H -2.434 -2.988 3.079 -0.001 -0.021 -0.041
H -3.362 -2.201 1.825 -0.006 -0.006 -0.004
C -2.604 -1.188 -4.383 0.065 0.071 0.015
S -1.917 0.176 -3.442 -0.213 0.006 -0.264
C -1.092 1.037 -4.775 0.024 -0.063 0.024
O -0.778 -0.468 -2.669 0.401 0.053 0.332
H -3.318 -0.801 -5.110 0.001 0.025 0.012
H -3.119 -1.835 -3.676 0.007 -0.008 0.008
H -1.795 -1.726 -4.875 0.009 0.000 0.007
H -1.847 1.390 -5.477 -0.009 0.022 0.017
H -0.386 0.365 -5.258 -0.011 -0.039 0.013
H -0.570 1.886 -4.333 0.015 -0.047 -0.029
```
Forces are in eV/Å.

Kohn-Sham gap (alpha / beta) = 0.282 / 0.217 hartree
Charge = +1
Multiplicity = 2
LUMO (alpha / beta) = -1.94 / -3.69 eV
HOMO (alpha / beta) = -9.61 / -9.61 eV
ΔE to the lowest compared entry with this formula, charge and spin = 0.0000 eV



# 4
The following is a DFT calculation (the ωB97M-V functional and the def2-TZVPD basis) of a cluster of 2 separate species, C4H4F2O in total at a distorted geometry.

The geometry in XYZ format:
```
11
Properties=species:S:1:pos:R:3:forces:R:3
O -0.300 1.585 -1.579 0.417 0.590 -2.987
C -0.744 1.164 -0.424 0.440 -0.378 1.546
C -1.470 0.111 -0.184 -0.819 -2.140 2.764
F -1.772 -0.212 1.143 0.329 0.367 -2.110
F -1.820 -0.906 -0.983 -0.097 1.014 0.084
H -0.757 1.156 -2.326 0.286 0.196 0.428
H -0.237 1.629 0.405 -0.544 0.333 0.290
C 1.793 -1.123 0.383 0.601 0.671 -1.309
C 1.751 -1.179 1.593 -0.527 -0.308 0.997
H 1.952 -0.939 -0.750 -0.486 -0.589 2.823
H 1.603 -1.285 2.722 0.400 0.245 -2.525
```
Forces are in eV/Å.

Kohn-Sham gap = 0.357 hartree
LUMO = 0.59 eV
Structure (SMILES) = OC=C(F)F.C#C
HOMO = -9.13 eV
ΔE to the lowest compared entry with this formula, charge and spin = 3.5882 eV



# 5
The following is a DFT calculation (the ωB97M-V functional and the def2-TZVPD basis) of a structure of composition C30H26BrN10O5S5Ta.

The geometry in XYZ format:
```
78
Properties=species:S:1:pos:R:3:forces:R:3
Ta -0.128 -0.423 -0.343 0.374 -0.076 0.207
O 2.649 -1.809 7.082 -0.051 0.011 0.015
N 1.966 -2.321 6.227 0.127 -0.051 -0.049
O 1.466 -3.425 6.274 -0.041 0.021 0.021
C 1.765 -1.552 4.979 -0.040 0.018 0.000
C 2.761 -0.730 4.607 0.012 0.000 0.015
C 2.656 0.011 3.389 0.006 -0.003 -0.010
C 3.593 0.991 3.029 -0.002 0.002 -0.016
C 3.353 1.737 1.905 0.013 0.000 0.019
C 2.268 1.405 1.093 -0.001 -0.009 -0.048
N 1.420 0.418 1.349 0.011 0.028 0.045
C 1.556 -0.200 2.549 -0.020 -0.014 0.020
C 0.462 -1.004 3.007 -0.023 -0.006 -0.008
N -0.649 -0.974 2.234 -0.011 0.016 0.051
C -1.720 -1.580 2.708 0.013 0.014 -0.010
C -1.746 -2.268 3.927 -0.006 -0.003 -0.003
C -0.615 -2.345 4.687 -0.008 -0.007 0.012
C 0.541 -1.678 4.234 0.014 0.009 -0.006
H 3.634 -0.622 5.237 -0.001 0.001 0.000
H 4.457 1.173 3.656 -0.002 0.000 -0.001
H 4.001 2.551 1.615 -0.001 -0.001 0.000
H 2.104 1.963 0.188 -0.007 -0.014 0.004
H -2.612 -1.537 2.102 -0.012 0.001 -0.012
H -2.666 -2.738 4.245 -0.001 0.001 -0.001
H -0.607 -2.889 5.618 0.002 0.000 -0.003
C 2.839 2.197 -4.289 -0.015 0.007 0.018
N 2.682 1.100 -3.334 0.016 0.029 -0.016
C 3.544 -0.075 -3.487 0.040 -0.026 0.025
C 1.804 1.134 -2.332 -0.041 -0.046 0.016
N 1.766 0.276 -1.349 0.040 0.051 -0.054
N 0.888 2.181 -2.362 0.025 0.006 -0.004
C -0.101 2.473 -1.448 0.009 0.038 -0.018
N -0.717 3.647 -1.625 -0.017 -0.016 -0.001
N -0.428 1.674 -0.474 -0.072 0.015 -0.152
H 3.796 2.083 -4.787 -0.008 -0.009 -0.005
H 2.859 3.163 -3.784 -0.012 0.002 0.011
H 2.058 2.184 -5.053 -0.007 0.002 -0.004
H 3.913 -0.095 -4.508 0.006 0.000 -0.002
H 2.964 -0.984 -3.329 0.039 0.040 -0.004
H 4.398 -0.031 -2.808 0.006 0.000 0.001
H 2.512 -0.405 -1.406 -0.004 -0.012 0.000
H 0.866 2.726 -3.209 0.003 0.008 -0.022
H -0.445 4.305 -2.334 0.006 0.005 0.002
H -1.496 3.882 -1.027 0.001 0.005 0.002
H -1.231 2.047 0.069 0.156 -0.009 0.245
O -2.895 -5.392 -3.202 0.055 0.095 -0.109
C -2.450 -4.552 -2.488 -0.096 -0.165 0.199
S -0.797 -4.596 -1.817 0.036 0.038 -0.061
C -0.932 -3.152 -0.842 -0.043 -0.011 0.004
C -2.122 -2.471 -0.898 0.010 -0.001 0.002
S -2.480 -0.917 -0.184 -0.156 -0.054 0.001
S -3.383 -3.156 -1.892 0.023 0.054 -0.059
S 0.533 -2.702 0.014 0.020 0.116 0.049
Br -2.480 1.185 -3.469 -0.014 0.017 -0.007
C -2.510 -0.529 -4.292 0.024 0.011 0.002
C -3.630 -0.828 -5.046 -0.005 -0.004 -0.005
C -3.691 -2.029 -5.741 -0.007 0.009 0.001
C -2.619 -2.908 -5.717 0.001 -0.017 0.004
C -1.495 -2.593 -4.976 -0.004 -0.014 0.018
C -1.436 -1.417 -4.227 -0.014 0.021 0.016
C -0.224 -1.262 -3.387 0.318 0.100 -0.065
O 0.859 -1.694 -3.681 -0.051 -0.069 0.009
O -0.399 -0.637 -2.202 -0.584 -0.150 -0.225
H -4.447 -0.122 -5.098 -0.001 -0.001 0.001
H -4.576 -2.263 -6.316 0.001 -0.001 0.002
H -2.660 -3.838 -6.267 -0.001 0.005 -0.005
H -0.649 -3.266 -4.940 -0.001 -0.005 0.002
S -2.990 2.660 1.240 -0.017 -0.016 -0.063
C -2.111 2.814 2.660 0.002 0.033 0.010
N -2.756 3.297 3.774 0.003 -0.010 0.006
C -2.165 3.457 4.973 0.004 0.000 -0.002
C -0.851 3.131 5.108 -0.001 -0.002 -0.005
C -0.217 2.648 3.951 0.002 -0.002 0.009
N -0.800 2.489 2.785 -0.010 -0.004 -0.004
H -3.731 3.540 3.650 -0.006 0.001 -0.001
H -2.783 3.846 5.770 -0.001 -0.001 0.000
H -0.331 3.245 6.046 -0.001 0.001 0.000
H 0.836 2.381 3.994 -0.004 0.003 -0.002
```
Forces are in eV/Å.

Kohn-Sham gap = 0.247 hartree
Charge = +2
LUMO = -6.16 eV
HOMO = -12.87 eV
ΔE to the lowest compared entry with this formula, charge and spin = 1.9255 eV



Please write out number 4 again, unchanged.
The following is a DFT calculation (the ωB97M-V functional and the def2-TZVPD basis) of a cluster of 2 separate species, C4H4F2O in total at a distorted geometry.

The geometry in XYZ format:
```
11
Properties=species:S:1:pos:R:3:forces:R:3
O -0.300 1.585 -1.579 0.417 0.590 -2.987
C -0.744 1.164 -0.424 0.440 -0.378 1.546
C -1.470 0.111 -0.184 -0.819 -2.140 2.764
F -1.772 -0.212 1.143 0.329 0.367 -2.110
F -1.820 -0.906 -0.983 -0.097 1.014 0.084
H -0.757 1.156 -2.326 0.286 0.196 0.428
H -0.237 1.629 0.405 -0.544 0.333 0.290
C 1.793 -1.123 0.383 0.601 0.671 -1.309
C 1.751 -1.179 1.593 -0.527 -0.308 0.997
H 1.952 -0.939 -0.750 -0.486 -0.589 2.823
H 1.603 -1.285 2.722 0.400 0.245 -2.525
```
Forces are in eV/Å.

Kohn-Sham gap = 0.357 hartree
LUMO = 0.59 eV
Structure (SMILES) = OC=C(F)F.C#C
HOMO = -9.13 eV
ΔE to the lowest compared entry with this formula, charge and spin = 3.5882 eV